{"formula": "C49H133N7O14", "method": "the ωB97M-V functional and the def2-TZVPD basis", "relative_energy_ev": 0.000, "homo_energy_ev": -9.034, "lumo_ev": 0.314, "energy_ha": -3383.261092, "max_force_ev_per_a": 2.4, "species": ["C", "C", "C", "O", "H", "H", "H", "H", "H", "H", "H", "H", "C", "C", "C", "O", "H", "H", "H", "H", "H", "H", "H", "H", "C", "C", "C", "O", "H", "H", "H", "H", "H", "H", "H", "H", "C", "C", "C", "O", "H", "H", "H", "H", "H", "H", "H", "H", "C", "C", "C", "O", "H", "H", "H", "H", "H", "H", "H", "H", "C", "C", "C", "O", "H", "H", "H", "H", "H", "H", "H", "H", "C", "C", "C", "O", "H", "H", "H", "H", "H", "H", "H", "H", "C", "C", "C", "O", "C", "N", "H", "H", "H", "H", "H", "H", "H", "H", "H", "H", "H", "C", "C", "C", "O", "C", "N", "H", "H", "H", "H", "H", "H", "H", "H", "H", "H", "H", "C", "C", "C", "O", "C", "N", "H", "H", "H", "H", "H", "H", "H", "H", "H", "H", "H", "C", "C", "C", "O", "C", "N", "H", "H", "H", "H", "H", "H", "H", "H", "H", "H", "H", "C", "C", "C", "O", "C", "N", "H", "H", "H", "H", "H", "H", "H", "H", "H", "H", "H", "C", "C", "C", "O", "C", "N", "H", "H", "H", "H", "H", "H", "H", "H", "H", "H", "H", "C", "C", "C", "O", "C", "N", "H", "H", "H", "H", "H", "H", "H", "H", "H", "H", "H"], "coordinates": [[23.88678, -15.25780, 0.70830], [23.55722, -15.13643, -0.76241], [24.51423, -14.13380, -1.41384], [23.73127, -16.48369, -1.38531], [24.98109, -15.37658, 0.82872], [23.29923, -16.10664, 1.14409], [23.72498, -14.30827, 1.25615], [22.48294, -14.84681, -0.87812], [24.55428, -13.24996, -0.75563], [24.15396, -13.95086, -2.43110], [25.52812, -14.53534, -1.46826], [24.64318, -16.72025, -1.20265], [16.29392, -11.93966, 8.82483], [17.52195, -12.83679, 8.54615], [17.16555, -13.94774, 7.59428], [18.63411, -12.12073, 8.02110], [15.51776, -12.52038, 9.34071], [15.87936, -11.53212, 7.91854], [16.56705, -11.10526, 9.47421], [17.86625, -13.25683, 9.50368], [18.03757, -14.57914, 7.45829], [16.78771, -13.51136, 6.67441], [16.31880, -14.55773, 8.00358], [18.25947, -11.69032, 7.22909], [22.47108, -18.19610, 2.84879], [22.13089, -19.65686, 3.20528], [22.81050, -20.56567, 2.21200], [22.54540, -19.97199, 4.52316], [23.55287, -18.08434, 2.91458], [21.95703, -17.54437, 3.56341], [22.19132, -17.97207, 1.80579], [21.00265, -19.79667, 3.19086], [22.61547, -21.61728, 2.44242], [23.88759, -20.41591, 2.34501], [22.55167, -20.29602, 1.18546], [23.50447, -19.88998, 4.60362], [21.03046, -12.58556, -0.20182], [20.00584, -11.58151, 0.33032], [18.70298, -12.27667, 0.65032], [20.59567, -10.88867, 1.43746], [21.86904, -12.07989, -0.67229], [20.61260, -13.19733, -1.00579], [21.38191, -13.20344, 0.60043], [19.78444, -10.84151, -0.44984], [18.84913, -13.04259, 1.40056], [18.27720, -12.78644, -0.21130], [17.97171, -11.54302, 1.01589], [20.79937, -11.60269, 2.06774], [15.20203, -17.94867, -1.11924], [15.25621, -19.36176, -0.51832], [15.72852, -20.31183, -1.56866], [16.05946, -19.36513, 0.66821], [14.53723, -17.97735, -1.98509], [16.22431, -17.62134, -1.42774], [14.84102, -17.20286, -0.42336], [14.22704, -19.59655, -0.17302], [16.54827, -19.90376, -2.16758], [14.98355, -20.64487, -2.28512], [16.03810, -21.20600, -1.00911], [16.81107, -18.77287, 0.54841], [19.18585, -19.79568, 5.64050], [18.89183, -21.24174, 5.87600], [19.52366, -21.76986, 7.17018], [17.45462, -21.38407, 5.93761], [18.70218, -19.24377, 6.43618], [18.84002, -19.45729, 4.65835], [20.22271, -19.55444, 5.64157], [19.24372, -21.87876, 5.06870], [19.39776, -21.07485, 8.01383], [20.61111, -21.88370, 7.05138], [19.05334, -22.70796, 7.46880], [17.12867, -21.06992, 5.09098], [19.15564, -14.50984, -3.40158], [18.24383, -15.69304, -3.54065], [18.40370, -16.26417, -4.95070], [18.46750, -16.71192, -2.58329], [18.82699, -13.71187, -4.06195], [20.18146, -14.79084, -3.66056], [19.17029, -14.23375, -2.34903], [17.18386, -15.38213, -3.42066], [19.45804, -16.52568, -5.06893], [18.17686, -15.54523, -5.74593], [17.73401, -17.09861, -5.14110], [19.42679, -16.94174, -2.58198], [21.42319, -14.38737, 9.81426], [22.15046, -14.47020, 8.46197], [21.62249, -15.65144, 7.74618], [21.56822, -16.73739, 8.57654], [20.78442, -17.70373, 7.90262], [21.96620, -13.28627, 7.63494], [20.34306, -14.36323, 9.65373], [21.75517, -13.52216, 10.37700], [21.55082, -15.26257, 10.42151], [23.21310, -14.57148, 8.67825], [22.28925, -15.76810, 6.86367], [20.63118, -15.33898, 7.37349], [20.59122, -18.49982, 8.58899], [21.33055, -18.12171, 7.03558], [19.88817, -17.22699, 7.55276], [22.50349, -12.47988, 7.91233], [21.02083, -12.93867, 7.76802], [13.26927, -15.41515, 3.48487], [14.67297, -14.99163, 3.10946], [14.64387, -13.48005, 2.79614], [13.93403, -13.26588, 1.60372], [13.84550, -11.91406, 1.23880], [15.64546, -15.08820, 4.24387], [13.15324, -16.48209, 3.66879], [12.61626, -15.12228, 2.67705], [12.97555, -14.84601, 4.37844], [14.94089, -15.57808, 2.23160], [15.71507, -13.04686, 2.73749], [14.20086, -12.98200, 3.67375], [14.88025, -11.54752, 1.11933], [13.38273, -11.33239, 2.03055], [13.29295, -11.79426, 0.31484], [15.61402, -16.00727, 4.68599], [16.60842, -14.99295, 3.94894], [15.55634, -9.46626, -1.09899], [16.07183, -10.15835, -2.35853], [15.53802, -11.59118, -2.38856], [16.08853, -12.26295, -1.29644], [15.61544, -13.59174, -1.18413], [15.75415, -9.46113, -3.61583], [15.73379, -8.40564, -1.13679], [16.04962, -9.77766, -0.17112], [14.49483, -9.68596, -1.04007], [17.14508, -10.25062, -2.35959], [15.72544, -12.05948, -3.36590], [14.43599, -11.56788, -2.29163], [16.14713, -13.94872, -0.29918], [15.80430, -14.17872, -2.07881], [14.53559, -13.61728, -0.93838], [16.13137, -8.50931, -3.62004], [16.14513, -9.87998, -4.44589], [20.99589, -11.05651, 5.22152], [20.21219, -12.24298, 4.72624], [18.82193, -11.85689, 4.26932], [18.00162, -11.33508, 5.32365], [16.80621, -10.68006, 4.86526], [20.87883, -12.90778, 3.60601], [21.90712, -11.41982, 5.72107], [20.50336, -10.46345, 5.99603], [21.38531, -10.47849, 4.37647], [20.18062, -12.98422, 5.57024], [18.39174, -12.73014, 3.77517], [18.96824, -11.08126, 3.47091], [17.11068, -9.98716, 4.06654], [16.43605, -10.13000, 5.72753], [16.03090, -11.39173, 4.51630], [21.85099, -13.05303, 3.85286], [20.41544, -13.80421, 3.38627], [13.86003, -20.85643, 3.65910], [14.70537, -19.61069, 3.95030], [14.59765, -19.25031, 5.40058], [15.43941, -18.08054, 5.58461], [15.79934, -17.89270, 6.95284], [16.11463, -19.89804, 3.65836], [14.05998, -21.64540, 4.38815], [14.01378, -21.16466, 2.61252], [12.79291, -20.54982, 3.68812], [14.29616, -18.75481, 3.41196], [15.01636, -20.04172, 6.02377], [13.58061, -18.95469, 5.69813], [14.88783, -17.73058, 7.59632], [16.51082, -17.05265, 6.98444], [16.33461, -18.77640, 7.33401], [16.66660, -19.04724, 3.69302], [16.16841, -20.13550, 2.66423], [19.92539, -20.12317, -1.73647], [21.08404, -19.13469, -1.55108], [22.39580, -19.93120, -1.81684], [22.45044, -20.24197, -3.19769], [23.74155, -20.75700, -3.50758], [21.00429, -18.01619, -2.47258], [19.85301, -20.36446, -2.79026], [18.96656, -19.73589, -1.42317], [20.07268, -21.01260, -1.14396], [21.10804, -18.77580, -0.50937], [22.39773, -20.85839, -1.21269], [23.28106, -19.31713, -1.58018], [24.52804, -20.10370, -3.15476], [23.81413, -20.86828, -4.56992], [23.93827, -21.68648, -2.97922], [21.79836, -17.38758, -2.31931], [21.01193, -18.32143, -3.43083], [20.17873, -16.20096, 1.04476], [18.99786, -17.09511, 1.40975], [17.93259, -16.25018, 2.10769], [18.45516, -15.52606, 3.16892], [18.73172, -16.38058, 4.27021], [18.40489, -17.65195, 0.25717], [20.66927, -15.69529, 1.86351], [19.78747, -15.34524, 0.40345], [20.81413, -16.73577, 0.34158], [19.27480, -17.93639, 2.03864], [17.09717, -16.91756, 2.44511], [17.54215, -15.51529, 1.38631], [19.45111, -17.10581, 3.91400], [17.82382, -16.87515, 4.60547], [19.18741, -15.82295, 5.09228], [18.28345, -16.94862, -0.46467], [18.86535, -18.38383, -0.26522]], "forces_ev_per_a": [[-0.01, -0.09, 0.71], [0.42, -0.78, -0.13], [-0.81, -0.23, 0.11], [-0.80, 1.43, 0.40], [-0.41, -0.54, -0.05], [0.72, 0.86, -0.08], [-0.48, -0.48, -0.27], [0.90, -0.40, -0.23], [-0.12, -0.01, -0.70], [0.29, 0.47, 0.20], [-0.05, -0.14, 0.04], [0.19, -0.12, -0.02], [0.69, -0.37, 0.72], [-0.31, 0.08, 0.68], [-1.16, -0.56, 0.69], [-0.56, 0.46, -0.10], [0.13, 0.10, -0.19], [-0.18, 0.09, -0.54], [0.05, -0.04, -0.02], [-0.07, 0.11, -0.19], [0.04, -0.17, -0.36], [0.24, -0.15, -0.41], [0.72, 0.32, -0.26], [0.66, -0.05, -0.13], [-0.49, -0.64, 0.11], [-0.79, 0.54, -0.46], [0.25, -0.32, 0.22], [-0.27, -0.01, 0.38], [0.10, 0.22, 0.15], [0.23, 0.19, -0.29], [-0.10, 0.01, 0.48], [1.28, 0.08, 0.10], [-0.15, 0.13, -0.28], [0.05, -0.03, -0.22], [-0.04, -0.26, 0.05], [-0.13, 0.05, -0.19], [-0.38, 0.56, -1.02], [0.57, -0.04, -0.52], [-0.37, 0.25, 0.40], [-0.60, -0.27, -0.53], [0.28, 0.21, 0.24], [-0.17, -0.18, 0.20], [0.21, -0.50, 0.47], [0.24, 0.08, 0.21], [0.07, -0.20, 0.48], [0.04, 0.22, -0.26], [0.05, -0.27, -0.03], [0.07, 0.09, 0.44], [0.67, -0.07, -0.15], [-0.89, 1.83, 0.39], [0.56, -1.33, 0.25], [-0.59, -0.71, -0.25], [0.12, 0.18, -0.08], [-0.73, -0.33, -0.02], [-0.24, 0.10, 0.31], [0.56, -0.21, -0.19], [0.16, -0.06, 0.30], [-0.42, 0.22, 0.06], [0.27, 0.01, -0.49], [0.49, 0.48, -0.21], [-0.08, 0.36, -0.51], [-0.66, -0.63, 0.56], [-0.10, 0.45, 0.13], [0.88, -0.42, 0.72], [-0.23, 0.37, 0.05], [-0.39, -0.05, 0.16], [1.08, -0.04, 0.21], [0.24, -0.02, -0.33], [-0.20, 0.00, -0.27], [-0.33, -0.17, -0.11], [0.19, -0.06, -0.16], [-0.56, 0.32, -0.53], [0.30, -0.22, 0.65], [-1.06, -0.43, -1.08], [-0.10, 0.24, -0.24], [0.27, 0.40, 0.17], [0.06, 0.25, 0.18], [-0.01, 0.02, -0.11], [-0.09, 0.54, 0.00], [0.55, -0.10, 0.13], [-0.09, -0.38, -0.16], [0.05, 0.22, 0.27], [0.20, -0.33, 0.21], [-0.24, -0.32, 0.08], [-0.13, 0.29, -0.22], [0.17, 1.06, 1.93], [0.84, 1.45, -1.54], [-0.47, -1.04, -0.28], [1.16, -0.42, -0.12], [-0.53, 0.25, -0.39], [-0.11, 0.44, -0.12], [-0.12, 0.26, 0.09], [0.47, -0.47, 0.25], [0.19, -0.16, -0.17], [-0.45, -0.52, 0.07], [-0.09, -0.31, -0.02], [-0.33, -0.52, 0.40], [-0.17, 0.18, 0.20], [-0.78, -0.03, -0.17], [0.62, -0.20, 0.29], [-0.38, -0.21, -0.20], [0.12, 0.36, 0.72], [0.77, 0.84, 0.83], [1.42, -0.10, -0.12], [-0.42, -0.35, -0.02], [1.16, 0.13, 0.47], [-0.81, -0.66, -0.13], [0.14, -0.05, 0.06], [-0.31, -0.02, -0.26], [-0.08, -0.30, -0.07], [0.44, 0.09, -0.29], [-1.25, -0.67, -0.20], [-0.22, 0.05, -0.23], [-0.32, 0.25, -0.24], [-0.30, 0.22, 0.17], [-0.07, -0.19, -0.13], [-0.39, 0.09, -0.08], [-0.05, 0.33, -0.40], [0.26, -0.08, -0.31], [0.53, -0.54, -0.56], [-0.81, 0.85, -0.28], [0.09, -0.34, -0.49], [-0.28, 0.50, 1.04], [-0.83, 1.01, 0.27], [-0.18, 0.61, -0.21], [-0.06, -0.42, -0.40], [-0.23, 0.30, 0.24], [0.74, -0.18, 0.71], [0.38, -0.23, 0.15], [0.11, 0.06, -0.04], [-0.09, -0.56, -0.25], [0.19, -0.15, -0.11], [0.36, 0.02, -0.24], [-0.28, -0.40, 0.29], [0.11, -0.52, 0.14], [1.49, -0.19, 0.18], [-0.41, -0.93, 1.61], [-0.05, 0.80, -0.75], [0.03, -0.36, -0.42], [0.82, -0.36, -0.07], [-0.15, 0.04, -0.62], [-0.14, -0.11, -0.10], [-0.32, 0.03, -0.49], [-0.50, 0.37, 0.10], [-0.46, 0.67, -0.41], [-0.53, -0.12, 0.13], [-0.30, -0.40, 0.55], [-0.44, -0.07, 0.10], [-0.13, 0.08, -0.09], [0.47, 0.25, 0.07], [-0.07, -0.31, -0.04], [0.46, 0.55, 0.27], [-0.66, 0.99, -0.55], [-0.07, -0.62, 0.28], [0.76, 1.27, 0.48], [-0.12, -0.28, 0.51], [-0.28, -0.16, -0.02], [0.06, -0.10, -0.84], [-0.01, -0.05, -0.31], [0.20, -0.24, 0.48], [0.46, -0.37, 0.28], [0.13, 0.09, -0.49], [-0.24, -0.22, 0.10], [0.06, -0.41, -0.03], [0.87, 0.12, -0.54], [-0.54, -0.06, 0.13], [-0.18, 0.05, -0.08], [-0.14, 0.18, 0.41], [-0.07, -0.15, 0.19], [0.05, 0.72, -0.03], [0.74, -1.27, -0.29], [-0.38, 0.36, 0.22], [0.61, -0.24, 0.20], [-0.48, 0.09, 0.54], [-0.23, 1.14, 0.74], [-0.06, -0.30, -0.16], [-0.30, 0.28, -0.13], [0.25, -0.40, 0.04], [0.06, 0.05, -0.31], [0.17, 0.25, -0.12], [-0.22, -0.07, 0.23], [0.23, 0.65, -0.04], [0.00, -0.21, -0.53], [-0.23, -0.49, -0.13], [-0.14, -0.30, -0.17], [0.21, -0.31, -0.22], [-0.85, 1.11, -1.36], [0.67, 0.58, 0.44], [-0.68, -0.79, -0.54], [0.16, 0.82, 1.11], [0.47, 0.22, -0.25], [-1.54, -0.38, -1.75], [0.48, -0.32, 0.29], [0.13, -0.85, 0.68], [0.58, -0.05, 0.37], [0.34, -0.03, 0.33], [0.37, 0.49, -0.25], [-0.01, -0.23, 0.11], [0.23, -0.52, 0.37], [-0.19, -0.20, 0.15], [-0.18, 0.19, -0.19], [-0.30, 0.23, -0.05], [0.59, -0.09, 0.69]], "mulliken_charge": [-1.111, 1.393, -1.629, -0.443, 0.562, -0.010, 0.307, -0.531, 0.362, 0.382, 0.459, 0.308, -1.599, 0.292, 0.030, -0.475, 0.443, 0.297, 0.372, 0.394, -0.467, -0.022, 0.463, 0.335, -0.254, 1.052, -1.398, -0.542, 0.701, 0.003, -0.505, -0.221, 0.447, 0.412, -0.001, 0.376, -0.497, -0.206, 1.083, -0.683, 0.341, -0.146, 0.082, 0.539, -0.756, -0.302, 0.301, 0.292, -0.917, 0.511, -1.422, -0.433, 0.545, -0.045, 0.082, 0.408, 0.117, 0.447, 0.332, 0.134, 0.135, 0.392, -1.493, -0.590, 0.169, -0.338, 0.175, 0.229, 0.275, 0.314, 0.403, 0.290, -1.424, 1.003, -1.653, -0.019, 0.555, 0.397, 0.030, 0.024, 0.339, 0.426, 0.345, -0.046, -1.374, -0.018, 0.142, -0.437, -0.358, -0.279, 0.147, 0.378, 0.462, 0.443, 0.262, -0.398, 0.266, 0.261, 0.157, 0.303, -0.021, -1.746, 1.619, -0.189, -0.381, -0.554, -0.036, 0.275, 0.379, 0.418, -0.483, -0.316, 0.482, -0.014, 0.446, 0.286, 0.104, -0.458, -1.138, 0.871, -1.071, 0.438, -1.180, -0.777, 0.455, 0.075, 0.272, 0.160, 0.207, 0.319, 0.157, 0.384, 0.370, 0.254, 0.237, -1.781, 1.639, -0.358, -0.254, -0.756, -0.211, 0.468, 0.322, 0.353, -0.912, -0.024, 0.584, 0.371, 0.362, 0.083, 0.277, -0.161, -1.646, 1.099, -1.198, 0.100, -0.691, -0.361, 0.325, 0.364, 0.434, -0.009, 0.425, 0.424, 0.317, -0.029, 0.364, -0.125, 0.276, -1.399, 1.989, -1.298, -0.363, -0.791, -0.405, 0.461, -0.104, 0.434, -0.985, 0.476, 0.537, 0.291, 0.298, 0.310, -0.051, 0.386, 0.342, 0.342, -0.388, 0.894, 0.603, 2.091, 0.521, -0.786, -0.475, 0.205, -0.224, -0.458, -0.486, -0.367, -0.329, -0.523, -0.542]}